18
Properties=species:S:1:pos:R:3 method="wB97M-V/def2-TZVPD" e_lumo_ev=-3.7 e_homo_ev=-14.342 e_above_lowest_ev=2.473 orbital_gap_ha=0.390 smiles="C=CC[C@H]([NH3+])C(=O)O" charge=+1
C -0.006 -1.393 -2.358
C -0.496 -1.274 -1.120
C 0.430 -0.839 0.007
C -0.322 0.286 0.723
N -0.556 1.286 -0.424
C 0.317 0.851 2.136
O -0.367 1.079 3.135
O 1.596 1.188 2.122
H -0.468 -1.662 -3.340
H 1.062 -1.342 -2.476
H -1.616 -1.426 -0.902
H 1.533 -0.683 -0.301
H 0.257 -1.818 0.725
H -1.304 -0.084 1.104
H 0.391 1.610 -0.821
H -1.093 0.673 -1.143
H -1.279 1.989 -0.090
H 1.921 1.558 3.022